C18H8N4O | ωB97M-V with the def2-TZVPD basis set

Last columns: bonded neighbours and bond lengths (Å).
Atoms and positions in Å:
1 N 3.1423 -1.5426 0.5949  C2 1.161
2 C 2.2486 -0.8993 0.9631  N1 1.161, C3 1.474
3 C 1.2002 -0.0347 1.5345  C2 1.474, C4 1.471, C6 1.580, C19 1.590
4 C 1.7487 0.4598 2.8070  C3 1.471, N5 1.169
5 N 2.1398 0.9548 3.7907  C4 1.169
6 C 1.1712 1.2366 0.5960  C3 1.580, C7 1.531, C17 1.511, H24 1.133
7 C -0.0233 2.1419 0.9100  C6 1.531, C8 1.383, H25 1.084
8 C -1.2550 1.5182 0.9923  C7 1.383, C9 1.558, H26 1.099
9 C -1.2957 -0.0289 0.8161  C8 1.558, C10 1.534, C19 1.561, H27 1.098
10 C -1.1025 -0.3452 -0.6729  C9 1.534, C11 1.381, C18 1.409
11 C -1.9775 -1.1537 -1.3704  C10 1.381, C12 1.407, H28 1.068
12 C -1.8039 -1.3993 -2.7447  C11 1.407, C13 1.433, H29 1.077
13 C -0.7232 -0.7583 -3.4327  C12 1.433, C14 1.363, H30 1.108
14 C 0.1852 -0.0022 -2.7541  C13 1.363, O15 1.393, C18 1.396
15 O 1.3403 0.6796 -3.1296  C14 1.393, C16 1.397
16 C 1.8882 1.1808 -1.9465  O15 1.397, C17 1.377, H31 1.052
17 C 1.0569 0.9258 -0.8787  C6 1.511, C16 1.377, C18 1.392
18 C -0.0121 0.1919 -1.3859  C10 1.409, C14 1.396, C17 1.392
19 C -0.2238 -0.7172 1.7177  C3 1.590, C9 1.561, C20 1.511, C22 1.467
20 C -0.7808 -0.5103 3.1066  C19 1.511, N21 1.176
21 N -1.3101 -0.3375 4.1422  C20 1.176
22 C -0.1899 -2.1573 1.4395  C19 1.467, N23 1.156
23 N -0.0960 -3.3007 1.2961  C22 1.156
24 H 2.0947 1.8720 0.7594  C6 1.133
25 H 0.1198 3.2020 1.0851  C7 1.084
26 H -2.1604 2.1046 1.2044  C8 1.099
27 H -2.2972 -0.3817 1.0954  C9 1.098
28 H -2.8388 -1.5674 -0.8925  C11 1.068
29 H -2.4707 -2.0591 -3.2730  C12 1.077
30 H -0.5862 -0.9491 -4.5151  C13 1.108
31 H 2.8113 1.6766 -1.8549  C16 1.052

Values from the calculation:
* structure (SMILES): N#CC1(C#N)[C@@H]2C=C[C@@H](c3cccc4occ2c34)C1(C#N)C#N
* orbital gap: 8.873 eV
* electronic energy: -984.88188 hartree